87
Properties=species:S:1:pos:R:3:lowdin_charge:R:1 method="wB97M-V/def2-TZVPD" charge=0 smiles="O=S1(=O)CCCC1.CCOC(=O)OC.CCOC(=O)OC.CCOC(=O)OC.CCOC(=O)OC.CNC(C)=O" lumo_energy_ev=0.30 homo_lumo_gap_ev=10.1 homo_energy_ev=-9.80 largest_force_ev_per_a=2.27
O 15.539 0.311 11.239 -0.32
S 15.317 -1.036 10.748 0.69
O 13.976 -1.498 10.452 -0.35
C 16.398 -1.532 9.391 -0.24
C 17.665 -1.900 10.105 -0.25
C 17.277 -2.865 11.238 -0.18
C 16.074 -2.199 11.990 -0.18
H 16.436 -0.717 8.667 0.11
H 15.836 -2.326 8.899 0.11
H 18.384 -2.331 9.401 0.12
H 18.226 -1.030 10.450 0.12
H 18.192 -2.942 11.822 0.11
H 16.938 -3.820 10.845 0.11
H 16.380 -1.510 12.781 0.08
H 15.337 -2.793 12.530 0.08
C 10.777 -8.388 11.658 -0.06
C 9.720 -8.882 10.646 -0.17
O 8.963 -7.706 10.311 0.01
C 7.636 -7.855 10.295 -0.59
O 7.011 -8.823 10.630 0.13
O 7.111 -6.782 9.728 -0.01
C 5.728 -6.605 9.567 -0.04
H 11.673 -9.015 11.667 0.07
H 10.320 -8.495 12.643 0.08
H 11.130 -7.371 11.515 0.05
H 9.083 -9.634 11.097 0.12
H 10.270 -9.258 9.785 0.12
H 5.289 -6.908 8.615 0.10
H 5.522 -5.535 9.595 0.10
H 5.154 -7.057 10.374 0.10
C 10.476 -4.099 16.817 -0.05
C 9.849 -4.022 15.439 -0.21
O 8.732 -3.152 15.311 0.05
C 8.810 -2.028 14.616 -0.59
O 9.574 -1.724 13.748 0.13
O 7.849 -1.226 15.067 0.01
C 7.721 0.035 14.464 -0.06
H 10.871 -3.153 17.195 0.08
H 11.405 -4.616 16.554 0.08
H 9.817 -4.494 17.583 0.08
H 9.518 -4.996 15.073 0.13
H 10.607 -3.712 14.710 0.08
H 6.746 0.445 14.730 0.09
H 7.664 -0.010 13.374 0.09
H 8.498 0.740 14.753 0.10
C 11.174 0.692 10.602 -0.05
C 10.455 -0.564 11.092 -0.19
O 10.408 -1.515 10.011 0.03
C 9.639 -2.575 10.129 -0.62
O 8.613 -2.616 10.781 0.10
O 10.117 -3.592 9.439 0.02
C 9.422 -4.838 9.467 -0.04
H 11.309 0.586 9.522 0.08
H 12.207 0.692 10.950 0.06
H 10.594 1.588 10.793 0.07
H 9.407 -0.335 11.285 0.11
H 10.967 -0.975 11.954 0.10
H 10.044 -5.433 10.125 0.08
H 9.202 -5.360 8.537 0.10
H 8.418 -4.725 9.872 0.08
C 16.253 -2.080 15.512 -0.08
C 16.365 -2.372 17.002 -0.20
O 17.745 -2.719 17.214 0.01
C 18.058 -3.206 18.435 -0.61
O 17.271 -3.387 19.324 0.13
O 19.353 -3.404 18.445 0.01
C 19.973 -3.986 19.583 -0.03
H 15.292 -1.642 15.243 0.08
H 16.268 -3.009 14.943 0.06
H 17.102 -1.436 15.282 0.08
H 15.775 -3.249 17.272 0.12
H 16.091 -1.548 17.659 0.13
H 19.391 -3.866 20.496 0.09
H 20.910 -3.455 19.742 0.09
H 20.149 -5.043 19.396 0.10
C 14.291 -6.559 13.251 -0.07
N 13.306 -5.580 12.848 0.00
C 13.129 -4.393 13.478 -0.55
C 12.229 -3.326 12.829 0.00
O 13.717 -4.078 14.506 0.02
H 14.568 -7.235 12.443 0.08
H 13.856 -7.097 14.093 0.09
H 15.245 -6.043 13.412 0.08
H 13.022 -5.593 11.880 0.13
H 12.044 -2.669 13.668 0.07
H 11.325 -3.779 12.416 0.09
H 12.795 -2.925 11.987 0.07